ORCA calculation (ωB97M-V/def2-TZVPD) on a structure of composition C4H4AgMgO2.

XYZ file:
```
12
Properties=species:S:1:pos:R:3:forces:R:3:nbo_charge:R:1
O -0.9160 1.0293 -1.0845 2.524 1.121 1.352 -0.661
C -1.3675 -0.2237 -0.8932 1.670 -1.632 0.313 0.336
C -2.4291 -0.7161 -1.5356 0.254 0.015 0.475 -0.482
H -3.0526 -0.0581 -2.1400 0.258 -0.197 0.136 0.235
H -2.6761 -1.7733 -1.4648 -0.015 0.379 0.123 0.222
H -0.0006 1.1804 -0.6168 -2.825 -0.360 -1.380 0.481
C -0.4205 -1.1263 -0.0088 -1.494 -0.645 0.381 -0.541
C 0.7284 -0.7193 0.4604 -0.722 2.507 -1.555 0.696
O 1.6147 0.0560 0.6176 0.526 -1.196 0.829 -0.561
Ag 3.7279 0.9958 2.2704 0.191 0.513 0.199 0.653
H -0.8451 -2.0320 0.4276 0.115 0.111 -0.443 0.284
Mg 5.6364 3.3874 3.9678 -0.482 -0.615 -0.431 0.337
```
Positions in Å, forces in eV/Å.

DFT total energy	-651.967965	hartree
E_HOMO	-11.127	eV
2S+1	1
charge	+1

---

ORCA calculation (ωB97M-V/def2-TZVPD) on a structure of composition C4H4Br4.

XYZ file:
```
12
Properties=species:S:1:pos:R:3:forces:R:3:nbo_charge:R:1
C 0.8197 -0.3915 0.0029 -0.479 0.826 -1.325 -0.176
C 1.9243 0.3449 0.1575 -0.019 -0.561 0.658 -0.236
C -1.5941 -0.0063 0.4484 -2.158 3.089 -2.457 -0.643
C -0.5146 0.1528 -0.5729 2.108 -2.161 0.338 -0.225
Br 0.8352 -2.2565 0.2668 -0.052 0.039 0.399 0.121
Br 3.4506 -0.4789 0.9270 0.138 0.611 -0.208 0.121
Br 2.0529 2.2189 -0.1497 -0.114 -0.639 0.035 0.125
Br -0.8337 -0.9415 -2.2463 -0.200 1.082 0.586 -0.019
H -2.0485 -0.8812 0.7657 0.017 -2.397 -0.013 0.240
H -2.4582 0.5411 -0.1001 0.962 -0.456 1.560 0.222
H -1.2642 0.4952 1.3270 0.008 0.867 0.734 0.225
H -0.3694 1.2028 -0.8264 -0.210 -0.300 -0.308 0.246
```
Positions in Å, forces in eV/Å.

DFT total energy	-10450.828884	hartree
E_HOMO	-9.424	eV
2S+1	1

---

ORCA calculation (ωB97M-V/def2-TZVPD) on the molecule C4H4BrClS.

XYZ file:
```
11
Properties=species:S:1:pos:R:3:forces:R:3:nbo_charge:R:1
C -1.1451 -0.0955 -0.2327 1.394 0.049 0.087 -0.302
C -0.8257 -1.3229 -0.6092 2.005 -0.768 0.119 -0.320
C -0.1731 0.9191 0.3970 -0.094 1.617 1.301 -0.570
C 1.2660 0.5570 0.4881 0.421 -3.483 -0.803 0.005
S 0.6243 -2.2474 -0.3519 -0.287 1.668 0.377 -0.114
Cl 1.9627 0.0894 1.9859 -0.134 0.866 -0.554 0.142
Br 2.4679 0.6283 -1.0201 -0.957 0.572 1.208 0.204
H -2.0982 0.1319 -0.6030 -1.160 1.556 -0.062 0.221
H -1.5014 -1.7715 -1.2951 -0.922 -0.691 -0.141 0.221
H -0.1172 1.8463 -0.2431 -0.559 -0.682 0.479 0.259
H -0.4602 1.2653 1.4840 0.294 -0.703 -2.011 0.253
```
Positions in Å, forces in eV/Å.

DFT total energy	-3587.063065	hartree
E_HOMO (spin up / spin down)	-7.702 / -7.709	eV
2S+1	1

---

Max |F| for the records above, in order: 0.0615; 0.0875; 0.0700 hartree/bohr